Entry 1:
{
  "formula": "C5H11NP",
  "method": "ωB97M-V/def2-TZVPD",
  "symbols": ["C", "C", "C", "C", "C", "N", "P", "H", "H", "H", "H", "H", "H", "H", "H", "H", "H", "H"],
  "coordinates": [[-0.3102, -1.2774, -1.2307], [-1.3931, 0.5139, 0.3550], [-1.1724, -0.0085, -1.0402], [0.1195, 0.0603, -1.6494], [0.9432, 0.9885, 1.0161], [-0.2582, 0.1832, 1.3343], [2.4741, 0.0916, 1.3400], [-0.0016, -1.6387, -0.2733], [-0.3566, -2.0855, -2.0097], [-1.4521, 1.5622, 0.4060], [-2.3327, 0.0950, 0.6802], [-2.1463, 0.0699, -1.6417], [1.0432, 0.5478, -2.0731], [0.9469, 2.0453, 0.6652], [-0.4179, 0.0852, 2.3781], [-0.0280, -0.8695, 1.0092], [3.2062, 0.6822, 0.2518], [2.1573, -0.9549, 0.6412]],
  "mulliken_charge": [-0.534, -0.723, -0.112, -0.117, -0.378, -0.214, -0.010, 0.099, 0.293, 0.374, 0.398, 0.350, 0.373, 0.409, 0.401, 0.273, 0.106, 0.012],
  "orbital_gap_ev": [7.55, 8.77],
  "homo_ha": [-0.4541, -0.4677],
  "charge": 1,
  "max_force_ev_per_a": 3.67,
  "e_lumo_ev": [-4.81, -3.96],
  "relative_energy_ev": 5.3121
}

Entry 2:
{
  "formula": "C8H10IrN4S",
  "method": "ωB97M-V/def2-TZVPD",
  "symbols": ["Ir", "C", "C", "N", "N", "C", "N", "S", "C", "C", "C", "C", "C", "N", "H", "H", "H", "H", "H", "H", "H", "H", "H", "H"],
  "coordinates": [[0.9885, -0.7062, -1.0687], [0.1569, 1.5956, 1.2386], [0.0477, 0.1956, 0.6932], [0.9709, -0.7062, 0.7742], [2.2071, -0.2245, 1.2147], [3.2193, -0.1942, 0.3810], [4.4384, 0.2285, 0.8063], [3.2813, -0.7062, -1.2701], [-1.1783, -0.1765, -0.0298], [-2.4388, -0.0095, 0.5262], [-3.5372, -0.4200, -0.2249], [-3.3337, -0.9705, -1.4888], [-2.0329, -1.0933, -1.9537], [-0.9528, -0.7062, -1.2525], [1.0098, 2.1084, 0.7862], [0.2962, 1.5479, 2.3230], [-0.7421, 2.1818, 1.0303], [4.5826, -0.0607, 1.7604], [5.1120, -0.1510, 0.1509], [-2.5608, 0.3975, 1.5223], [-4.5423, -0.3235, 0.1743], [-4.1662, -1.3054, -2.0967], [-1.8138, -1.5199, -2.9282], [0.9885, 1.0181, -1.0687]],
  "lowdin_spin": [2.198, 0.039, 0.160, 0.336, 0.058, 0.095, 0.048, 0.492, 0.059, 0.001, 0.036, 0.005, 0.048, 0.112, 0.019, 0.005, 0.001, 0.002, 0.004, 0.000, 0.002, 0.000, 0.004, 0.275],
  "orbital_gap_ev": [6.53, 6.79],
  "homo_ha": [-0.3920, -0.4858],
  "charge": 1,
  "multiplicity": 5,
  "s_squared": 6.021,
  "max_force_ev_per_a": 10.37,
  "e_lumo_ev": [-4.14, -6.43]
}

Entry 3:
{
  "formula": "C14H22FN3O4S",
  "method": "ωB97M-V/def2-TZVPD",
  "symbols": ["C", "C", "N", "C", "C", "C", "C", "S", "C", "O", "O", "C", "C", "F", "H", "H", "H", "H", "H", "H", "H", "H", "H", "H", "H", "H", "C", "N", "C", "O", "C", "N", "C", "C", "O", "H", "H", "H", "H", "H", "H", "H", "H", "H", "H"],
  "coordinates": [[-3.6597, -0.9138, -6.2267], [-3.8531, -1.1841, -4.7424], [-2.6442, -0.7635, -4.0201], [-2.5439, -0.7011, -2.6257], [-1.4548, 0.0184, -2.1249], [-1.2570, 0.1669, -0.7506], [-2.1492, -0.4275, 0.1462], [-1.9174, -0.2339, 1.9368], [-0.9640, -1.6890, 2.3886], [-3.2069, -0.2616, 2.6408], [-1.1165, 0.9653, 2.2220], [-3.2491, -1.1428, -0.3432], [-3.4516, -1.2945, -1.7170], [-4.5281, -2.0171, -2.1117], [-3.5006, 0.1539, -6.4041], [-4.5469, -1.2299, -6.7833], [-2.7954, -1.4685, -6.6044], [-4.0319, -2.2541, -4.5942], [-4.7266, -0.6316, -4.3799], [-1.9805, -0.1951, -4.5403], [-0.7543, 0.4844, -2.8086], [-0.4173, 0.7571, -0.3856], [-0.0553, -1.7300, 1.7905], [-1.5636, -2.5818, 2.2088], [-0.7091, -1.6293, 3.4478], [-3.9701, -1.5846, 0.3422], [5.5089, 2.3280, 4.0619], [4.3106, 1.9351, 3.3225], [3.0975, 1.7903, 3.8683], [2.8971, 1.9798, 5.0633], [1.9355, 1.3293, 2.9756], [2.2719, 0.3814, 1.9002], [2.9356, 0.6747, 0.7838], [3.0420, -0.4262, -0.2452], [3.4522, 1.7624, 0.5724], [6.3796, 2.3152, 3.4053], [5.6730, 1.6401, 4.8935], [5.3759, 3.3336, 4.4648], [4.3698, 1.8491, 2.3141], [1.4957, 2.2197, 2.5247], [1.1794, 0.8825, 3.6205], [1.9156, -0.5534, 1.9953], [3.4649, -1.3186, 0.2122], [2.0514, -0.6426, -0.6392], [3.6905, -0.0925, -1.0548]],
  "mulliken_charge": [-1.456, -0.192, -0.279, 0.640, -1.001, -0.566, -0.243, 1.284, -0.946, -0.699, -0.594, -0.553, 0.549, -0.304, 0.373, 0.387, 0.361, 0.270, 0.315, 0.240, 0.274, 0.656, 0.223, 0.409, 0.382, 0.447, -0.953, -0.044, 0.363, -0.674, -0.352, -0.107, 0.948, -1.289, -0.732, 0.353, 0.295, 0.290, 0.211, 0.209, 0.338, 0.214, 0.352, 0.244, 0.357],
  "orbital_gap_ev": 9.04,
  "homo_ha": -0.3198,
  "charge": 0,
  "smiles": "CCNc1ccc(S(C)(=O)=O)cc1F.CNC(=O)CNC(C)=O",
  "max_force_ev_per_a": 2.27,
  "e_lumo_ev": 0.34,
  "relative_energy_ev": 0.0000
}

Entry 4:
{
  "formula": "C24H26N6O4S",
  "method": "ωB97M-V/def2-TZVPD",
  "symbols": ["C", "C", "C", "C", "C", "C", "N", "N", "N", "C", "C", "O", "N", "C", "C", "C", "C", "C", "O", "C", "C", "O", "N", "C", "C", "C", "C", "C", "C", "C", "C", "C", "S", "N", "O", "H", "H", "H", "H", "H", "H", "H", "H", "H", "H", "H", "H", "H", "H", "H", "H", "H", "H", "H", "H", "H", "H", "H", "H", "H", "H"],
  "coordinates": [[-8.0643, -0.3489, 0.1356], [-6.7831, -0.0067, 0.8053], [-6.4120, -0.0464, 2.1224], [-5.0745, 0.3939, 2.1730], [-4.7218, 0.6732, 0.8760], [-3.4829, 1.1538, 0.3489], [-3.2278, 1.3935, -0.9566], [-2.0169, 1.8116, -1.0221], [-1.5401, 1.8322, 0.2008], [-0.1922, 2.1850, 0.5243], [0.5959, 0.9067, 0.8429], [1.0262, 0.6993, 1.9635], [0.7044, 0.0121, -0.1572], [0.6176, 0.3415, -1.5736], [1.5680, 1.4291, -1.9563], [1.3915, 2.5440, -2.7236], [2.6485, 3.1969, -2.7646], [3.4882, 2.4350, -2.0147], [2.8438, 1.3652, -1.5192], [1.1902, -1.3289, 0.1749], [2.7116, -1.3749, -0.1018], [3.2069, -1.8729, -1.0892], [3.3934, -0.7589, 0.8731], [4.8239, -0.5432, 0.8388], [5.5230, -1.3162, 1.9799], [6.1460, -0.2577, 2.8986], [5.3536, 1.0133, 2.6043], [5.1445, 0.9359, 1.0952], [0.3767, -2.3487, -0.5505], [0.7580, -3.4526, -1.2437], [-0.3390, -4.1818, -1.7594], [-1.5339, -3.6227, -1.4503], [-1.3595, -2.1915, -0.5145], [-2.4143, 1.4308, 1.0964], [-5.7614, 0.4286, 0.0485], [-8.4699, 0.5246, -0.3735], [-8.7820, -0.7001, 0.8706], [-7.9044, -1.1251, -0.6115], [-7.0207, -0.3521, 2.9486], [-4.4454, 0.4962, 3.0325], [-0.1922, 2.8007, 1.4269], [0.2322, 2.7290, -0.3212], [0.8769, -0.5723, -2.1178], [-0.3959, 0.6415, -1.8588], [0.4831, 2.8513, -3.1994], [2.8861, 4.1045, -3.2794], [4.5251, 2.5399, -1.7662], [1.0360, -1.4467, 1.2563], [2.8828, -0.3223, 1.6308], [5.1537, -0.8763, -0.1478], [4.7797, -1.9045, 2.5185], [6.2725, -2.0035, 1.5923], [7.1933, -0.1029, 2.6352], [6.0991, -0.5456, 3.9474], [5.8817, 1.9156, 2.9085], [4.3915, 0.9879, 3.1183], [4.3430, 1.5830, 0.7433], [6.0659, 1.2063, 0.5783], [1.7860, -3.7237, -1.3947], [-0.2334, -5.0818, -2.3378], [-2.5180, -3.9561, -1.7132]],
  "mulliken_charge": [-1.270, 0.564, -0.584, -0.444, 0.738, 0.016, -0.589, -0.416, 1.536, -1.414, 0.838, -0.710, 0.497, -1.001, 0.146, -0.576, -0.702, -0.465, -0.038, 0.183, 0.000, -0.696, -0.019, -0.142, -1.041, -0.605, -0.661, -0.629, -0.120, -0.567, -0.594, -0.519, -0.080, -1.038, -0.371, 0.301, 0.331, 0.301, 0.462, 0.568, 0.344, 0.388, 0.603, 0.311, 0.557, 0.484, 0.524, 0.653, 0.375, 0.756, 0.310, 0.325, 0.283, 0.375, 0.446, 0.214, 0.115, 0.328, 0.529, 0.411, 0.482],
  "orbital_gap_ev": 8.97,
  "homo_ha": -0.3031,
  "charge": 0,
  "smiles": "Cc1ccc(-c2nnn(CC(=O)N(Cc3ccco3)[C@H](C(=O)NC3CCCC3)c3cccs3)n2)o1",
  "max_force_ev_per_a": 1.48,
  "e_lumo_ev": 0.72,
  "relative_energy_ev": 1.9835
}

Entry 5:
{
  "formula": "C3H4O2",
  "method": "ωB97M-V/def2-TZVPD",
  "symbols": ["O", "C", "C", "C", "O", "H", "H", "H", "H"],
  "coordinates": [[-0.9306, 0.6584, -1.7441], [-0.0438, 0.7872, -0.9429], [0.5204, -0.5403, -0.2222], [-0.2081, -0.2221, 1.1816], [0.1131, 0.3610, 2.1432], [0.1737, 1.7622, -0.5472], [1.6550, -0.6660, -0.3253], [-0.1539, -1.2323, -0.8053], [-1.1258, -0.9081, 1.2623]],
  "mulliken_charge": [-0.443, -0.019, -0.405, 0.010, -0.397, 0.395, 0.338, 0.242, 0.278],
  "orbital_gap_ev": 10.08,
  "homo_ha": -0.3635,
  "charge": 0,
  "smiles": "O=CCC=O",
  "max_force_ev_per_a": 5.02,
  "e_lumo_ev": 0.19,
  "relative_energy_ev": 1.8765
}